Computed, not measured: a molecular structure, C18H35LaN6O3 in a non-equilibrium geometry, with ωB97M-V with the def2-TZVPD basis set.

E_LUMO = 0.006 Eh
E_tot = -35176.439 eV
relative energy (zero: lowest compared OMol25 entry of this formula, charge and spin) = 0.6621 eV
Kohn-Sham gap = 6.8 eV
highest occupied orbital energy = -0.2424 Eh

Atoms and positions in Å:
La (-7.332, 0.670, 9.658)
C (-4.473, 1.985, 7.292)
C (-5.606, 1.049, 6.850)
N (-6.875, 1.411, 7.358)
C (-7.367, 2.443, 6.560)
C (-8.625, 3.017, 7.196)
N (-8.391, 3.193, 8.630)
C (-7.539, 4.345, 9.052)
C (-7.349, 4.616, 10.545)
C (-7.348, 3.401, 11.496)
N (-6.234, 2.355, 11.354)
C (-4.985, 2.985, 11.052)
C (-3.807, 2.037, 10.831)
N (-4.062, 1.195, 9.606)
C (-3.539, 1.383, 8.267)
H (-4.991, 2.923, 7.616)
H (-3.907, 2.203, 6.494)
H (-5.436, 0.009, 7.311)
H (-5.546, 0.956, 5.711)
H (-7.163, -2.177, 8.439)
H (-7.651, 2.083, 5.534)
H (-6.670, 3.269, 6.435)
H (-9.469, 2.286, 7.116)
H (-8.973, 3.872, 6.643)
H (-9.337, 3.393, 9.044)
H (-7.875, 5.238, 8.475)
H (-6.534, 4.162, 8.595)
H (-8.137, 5.289, 10.882)
H (-6.423, 5.223, 10.714)
H (-8.256, 2.848, 11.422)
H (-7.392, 3.748, 12.569)
H (-6.196, 1.709, 12.143)
H (-4.628, 3.694, 11.777)
H (-5.259, 3.574, 10.170)
H (-3.666, 1.431, 11.702)
H (-2.918, 2.582, 10.852)
H (-3.861, 0.240, 9.905)
H (-3.206, 0.435, 7.855)
H (-2.665, 2.035, 8.367)
N (-12.043, 0.503, 9.658)
C (-11.429, 0.000, 10.901)
C (-9.925, 0.295, 10.693)
O (-9.592, -0.131, 9.580)
O (-9.175, 0.920, 11.553)
H (-12.148, 1.476, 9.675)
H (-13.005, 0.061, 9.655)
H (-11.461, -1.079, 11.056)
H (-11.991, 0.497, 11.687)
C (-10.559, 3.491, 14.837)
C (-9.390, 4.103, 15.644)
C (-9.175, 3.829, 17.046)
C (-8.162, 4.443, 17.729)
N (-7.194, 5.116, 17.079)
C (-7.204, 5.171, 15.740)
C (-8.313, 4.814, 15.048)
H (-11.191, 3.005, 15.520)
H (-10.226, 2.665, 14.235)
H (-11.065, 4.158, 14.209)
H (-9.972, 3.231, 17.596)
H (-8.110, 4.317, 18.770)
H (-6.416, 5.626, 15.194)
H (-8.324, 4.863, 13.948)
O (-6.793, -1.449, 9.168)